Entry from OMol25: a 10-piece molecular cluster, C40H110N10O10 overall (ωB97M-V/def2-TZVPD).

Last columns: bonded neighbours and bond lengths (Å).
CARTESIAN COORDINATES (ANGSTROEM)
1 C -4.8747 0.0700 0.1843  O2 1.363, H7 1.073, H8 1.089, H9 1.122
2 O -4.4300 -1.2090 0.3418  C1 1.363, C3 1.464
3 C -4.0216 -1.8327 -0.9178  O2 1.464, C4 1.504, H10 1.097, H11 1.086
4 C -3.7496 -3.2776 -0.6000  C3 1.504, C5 1.498, N6 1.542, H12 1.087
5 C -2.6346 -3.4573 0.3845  C4 1.498, H13 1.079, H14 1.122, H15 1.136
6 N -3.5895 -4.0973 -1.8959  C4 1.542, H16 1.044, H17 0.999
7 H -5.3019 0.3017 1.1415  C1 1.073
8 H -5.6462 0.0403 -0.5840  C1 1.089
9 H -4.0412 0.7563 -0.1218  C1 1.122
10 H -4.8772 -1.7079 -1.5927  C3 1.097
11 H -3.1978 -1.2602 -1.3342  C3 1.086
12 H -4.6133 -3.5515 0.0000  C4 1.087
13 H -2.7380 -2.7594 1.2013  C5 1.079
14 H -1.6313 -3.2918 -0.0892  C5 1.122
15 H -2.6208 -4.4911 0.8563  C5 1.136
16 H -3.4890 -5.0632 -1.5122  N6 1.044
17 H -4.4900 -4.1020 -2.3287  N6 0.999
18 C 2.2006 -2.9871 -1.2230  O19 1.460, H24 1.136, H25 1.109, H26 1.066
19 O 3.4617 -2.6481 -1.8750  C18 1.460, C20 1.453
20 C 3.2734 -1.5277 -2.7812  O19 1.453, C21 1.511, H27 1.105, H28 1.058
21 C 4.6224 -1.2287 -3.3937  C20 1.511, C22 1.519, N23 1.473, H29 1.135
22 C 4.5439 0.1087 -4.1106  C21 1.519, H30 1.046, H31 1.133, H32 1.100
23 N 5.0240 -2.2514 -4.3752  C21 1.473, H33 0.994, H34 1.025
24 H 1.9570 -2.2159 -0.4259  C18 1.136
25 H 2.1312 -4.0152 -0.8133  C18 1.109
26 H 1.4697 -2.8628 -1.9895  C18 1.066
27 H 2.4726 -1.8129 -3.4865  C20 1.105
28 H 2.8663 -0.7036 -2.2574  C20 1.058
29 H 5.4154 -1.1557 -2.5855  C21 1.135
30 H 3.8194 -0.0395 -4.8505  C22 1.046
31 H 5.4485 0.3966 -4.7285  C22 1.133
32 H 4.3072 0.9355 -3.4252  C22 1.100
33 H 4.2399 -2.5306 -4.9181  N23 0.994
34 H 5.3079 -3.1070 -3.8872  N23 1.025
35 C 3.1787 -3.3183 2.7079  O36 1.418, H41 1.073, H42 1.129, H43 1.044
36 O 3.3612 -1.9492 2.3869  C35 1.418, C37 1.427
37 C 4.7172 -1.6045 2.1058  O36 1.427, C38 1.499, H44 1.083, H45 1.105
38 C 4.6266 -0.2258 1.5255  C37 1.499, C39 1.545, N40 1.496, H46 1.074
39 C 3.9158 -0.3204 0.1568  C38 1.545, H47 1.092, H48 1.051, H49 1.136
40 N 6.0089 0.3394 1.4458  C38 1.496, H50 1.045, H51 1.024
41 H 2.1325 -3.4854 2.8782  C35 1.073
42 H 3.8498 -3.4732 3.6027  C35 1.129
43 H 3.5356 -3.8557 1.8867  C35 1.044
44 H 5.3290 -1.7158 2.9919  C37 1.083
45 H 5.1078 -2.2489 1.2981  C37 1.105
46 H 4.0167 0.3360 2.2080  C38 1.074
47 H 2.8981 -0.6897 0.3021  C39 1.092
48 H 4.4177 -1.1086 -0.3248  C39 1.051
49 H 3.8472 0.6920 -0.3541  C39 1.136
50 H 6.0586 1.2799 0.9933  N40 1.045
51 H 6.2983 0.4995 2.4153  N40 1.024
52 C -2.2177 4.1085 2.4070  O53 1.438, H58 1.085, H59 1.108, H60 1.091
53 O -2.0429 2.6838 2.3265  C52 1.438, C54 1.439
54 C -1.8305 2.0810 3.6153  O53 1.439, C55 1.522, H61 1.117, H62 1.059
55 C -0.8195 2.7553 4.5311  C54 1.522, C56 1.546, N57 1.470, H63 1.101
56 C 0.5721 2.8278 3.8615  C55 1.546, H64 1.089, H65 1.085, H66 1.115
57 N -0.7426 2.0476 5.8168  C55 1.470, H67 1.044, H68 1.037
58 H -2.5743 4.3775 1.4188  C52 1.085
59 H -1.2307 4.5805 2.5819  C52 1.108
60 H -2.9319 4.4470 3.1587  C52 1.091
61 H -2.7012 2.0716 4.3147  C54 1.117
62 H -1.5716 1.0936 3.3349  C54 1.059
63 H -1.0690 3.8069 4.7425  C55 1.101
64 H 0.6434 3.4831 2.9948  C56 1.089
65 H 0.9753 1.8875 3.4999  C56 1.085
66 H 1.3652 3.1639 4.5702  C56 1.115
67 H -0.3209 1.1048 5.6613  N57 1.044
68 H -1.6837 1.9190 6.2328  N57 1.037
69 C 1.3848 -4.3023 6.4663  O70 1.382, H75 1.101, H76 1.096, H77 1.103
70 O 1.8393 -3.0640 6.8778  C69 1.382, C71 1.408
71 C 1.5688 -2.0296 5.9616  O70 1.408, C72 1.530, H78 1.127, H79 1.115
72 C 2.6302 -0.9344 6.0902  C71 1.530, C73 1.496, N74 1.445, H80 1.103
73 C 2.4729 -0.1825 7.3745  C72 1.496, H81 1.070, H82 1.067, H83 1.092
74 N 2.5339 -0.1220 4.8989  C72 1.445, H84 1.018, H85 1.069
75 H 1.9558 -5.1363 6.9022  C69 1.101
76 H 1.4789 -4.4133 5.3804  C69 1.096
77 H 0.3081 -4.3836 6.6925  C69 1.103
78 H 1.5694 -2.5205 4.9475  C71 1.127
79 H 0.6084 -1.5013 6.1661  C71 1.115
80 H 3.6158 -1.4274 6.0553  C72 1.103
81 H 2.4889 -0.6845 8.3194  C73 1.070
82 H 1.5750 0.3823 7.2602  C73 1.067
83 H 3.2472 0.5841 7.4497  C73 1.092
84 H 3.0844 -0.5339 4.1485  N74 1.018
85 H 2.9658 0.8415 5.0629  N74 1.069
86 C -3.7182 -5.9692 6.1045  O87 1.403, H92 1.090, H93 1.051, H94 1.088
87 O -3.6648 -5.0917 5.0109  C86 1.403, C88 1.393
88 C -4.0389 -3.7732 5.2596  O87 1.393, C89 1.491, H95 1.114, H96 1.111
89 C -3.6832 -2.9197 4.0894  C88 1.491, C90 1.531, N91 1.457, H97 1.093
90 C -2.1796 -2.6491 3.9849  C89 1.531, H98 1.084, H99 1.090, H100 1.116
91 N -4.3297 -1.6503 4.3971  C89 1.457, H101 1.004, H102 1.040
92 H -3.2508 -6.9299 5.8870  C86 1.090
93 H -4.7033 -6.2185 6.3746  C86 1.051
94 H -3.2126 -5.6023 6.9947  C86 1.088
95 H -5.1430 -3.7922 5.4051  C88 1.114
96 H -3.5750 -3.2733 6.1363  C88 1.111
97 H -4.0500 -3.2598 3.1180  C89 1.093
98 H -1.5027 -3.4962 3.9721  C90 1.084
99 H -1.9833 -2.0946 4.9023  C90 1.090
100 H -1.8925 -1.9896 3.1315  C90 1.116
101 H -3.9885 -0.9868 3.7257  N91 1.004
102 H -5.3454 -1.7836 4.2198  N91 1.040
103 C 0.7427 -0.8760 -7.6364  O104 1.377, H109 1.067, H110 1.098, H111 1.101
104 O -0.3949 -1.0894 -6.8897  C103 1.377, C105 1.418
105 C -0.1717 -1.4517 -5.5370  O104 1.418, C106 1.582, H112 1.130, H113 1.081
106 C -1.5035 -2.1301 -5.0187  C105 1.582, C107 1.527, N108 1.488, H114 1.094
107 C -2.6587 -1.1387 -5.1376  C106 1.527, H115 1.120, H116 1.100, H117 1.101
108 N -1.3092 -2.5458 -3.6032  C106 1.488, H118 1.046, H119 1.006
109 H 0.4271 -0.5831 -8.6123  C103 1.067
110 H 1.3889 -1.7586 -7.7264  C103 1.098
111 H 1.3581 -0.0863 -7.1793  C103 1.101
112 H 0.7291 -2.1250 -5.4274  C105 1.130
113 H -0.0453 -0.5652 -4.9308  C105 1.081
114 H -1.6707 -2.9865 -5.6778  C106 1.094
115 H -3.6523 -1.6478 -5.2268  C107 1.120
116 H -2.5181 -0.5846 -6.0773  C107 1.100
117 H -2.6073 -0.5031 -4.2403  C107 1.101
118 H -2.2247 -2.9822 -3.3464  N108 1.046
119 H -0.7427 -3.3762 -3.5659  N108 1.006
120 C 0.7338 -0.8262 1.8583  O121 1.383, H126 1.117, H127 1.129, H128 1.015
121 O -0.5301 -0.4660 1.4268  C120 1.383, C122 1.422
122 C -0.7203 -0.5490 0.0200  O121 1.422, C123 1.538, H129 1.081, H130 1.152
123 C 0.1951 0.3214 -0.8568  C122 1.538, C124 1.547, N125 1.453, H131 1.092
124 C 0.1575 1.8046 -0.4202  C123 1.547, H132 1.075, H133 1.091, H134 1.077
125 N -0.1734 0.1485 -2.2515  C123 1.453, H135 1.030, H136 1.013
126 H 0.5567 -1.0628 2.9359  C120 1.117
127 H 1.4521 0.0326 1.7087  C120 1.129
128 H 0.9829 -1.7498 1.5193  C120 1.015
129 H -0.6945 -1.5633 -0.3521  C122 1.081
130 H -1.8124 -0.2171 -0.1375  C122 1.152
131 H 1.1654 -0.0864 -0.5665  C123 1.092
132 H 0.3503 2.4920 -1.2236  C124 1.075
133 H 0.9042 1.8939 0.3702  C124 1.091
134 H -0.8097 2.0950 -0.0450  C124 1.077
135 H -0.4393 -0.8411 -2.3561  N125 1.030
136 H -0.9913 0.7295 -2.3881  N125 1.013
137 C -0.1976 5.5714 -0.9360  O138 1.419, H143 1.106, H144 1.119, H145 1.117
138 O 0.6887 6.5299 -1.4911  C137 1.419, C139 1.423
139 C 0.3198 6.5526 -2.8656  O138 1.423, C140 1.509, H146 1.095, H147 1.115
140 C 1.3736 7.0879 -3.8031  C139 1.509, C141 1.504, N142 1.497, H148 1.101
141 C 1.1468 6.7014 -5.2387  C140 1.504, H149 1.042, H150 1.076, H151 1.083
142 N 2.7523 6.7373 -3.3356  C140 1.497, H152 1.036, H153 1.024
143 H -0.3913 4.7759 -1.6795  C137 1.106
144 H -1.1498 6.0542 -0.6015  C137 1.119
145 H 0.1977 5.1221 0.0076  C137 1.117
146 H 0.2435 5.5043 -3.1711  C139 1.095
147 H -0.6742 7.0105 -3.0796  C139 1.115
148 H 1.3596 8.1879 -3.8393  C140 1.101
149 H 2.0006 6.8738 -5.8100  C141 1.042
150 H 0.3025 7.1828 -5.7001  C141 1.076
151 H 1.0206 5.6261 -5.2346  C141 1.083
152 H 2.7893 6.9083 -2.3146  N142 1.036
153 H 2.9014 5.7296 -3.4366  N142 1.024
154 C -3.0438 3.5493 -2.3333  O155 1.393, H160 1.097, H161 1.095, H162 1.130
155 O -1.9325 2.9859 -2.9570  C154 1.393, C156 1.503
156 C -2.0822 3.1386 -4.4448  O155 1.503, C157 1.491, H163 1.107, H164 1.104
157 C -1.2423 2.0935 -5.0970  C156 1.491, C158 1.472, N159 1.466, H165 1.095
158 C 0.1971 2.2150 -4.8144  C157 1.472, H166 1.100, H167 1.106, H168 1.070
159 N -1.6306 2.1239 -6.5104  C157 1.466, H169 1.000, H170 1.014
160 H -3.1607 4.6086 -2.5952  C154 1.097
161 H -2.7918 3.4854 -1.2698  C154 1.095
162 H -3.9828 2.9739 -2.5866  C154 1.130
163 H -3.1195 2.8201 -4.6648  C156 1.107
164 H -1.9205 4.1390 -4.8831  C156 1.104
165 H -1.5106 1.0744 -4.7991  C157 1.095
166 H 0.2757 2.1359 -3.7199  C158 1.100
167 H 0.6510 3.1801 -5.1090  C158 1.106
168 H 0.6665 1.3818 -5.2937  C158 1.070
169 H -1.0828 2.8321 -6.9559  N159 1.000
170 H -1.2473 1.2760 -6.9141  N159 1.014

Results
Structure (SMILES) = COC[C@H](C)N.COC[C@H](C)N.COC[C@H](C)N.COC[C@H](C)N.COC[C@H](C)N.COC[C@H](C)N.COC[C@H](C)N.COC[C@H](C)N.COC[C@H](C)N.COC[C@H](C)N
Gap between HOMO and LUMO = 0.340 Ha
E_tot = -78632.05468 eV
Net charge = 0
Max |F| = 3.94 eV Å⁻¹

Löwdin population analysis, charges in e, atoms 1 to 99:
1. C -0.14
2. O -0.21
3. C -0.17
4. C -0.40
5. C -0.07
6. N 0.05
7. H 0.09
8. H 0.08
9. H 0.10
10. H 0.12
11. H 0.10
12. H 0.13
13. H 0.05
14. H 0.08
15. H 0.11
16. H 0.09
17. H 0.05
18. C -0.07
19. O -0.21
20. C -0.21
21. C -0.43
22. C -0.07
23. N 0.04
24. H 0.07
25. H 0.10
26. H 0.05
27. H 0.12
28. H 0.08
29. H 0.16
30. H 0.04
31. H 0.10
32. H 0.08
33. H 0.05
34. H 0.08
35. C -0.07
36. O -0.26
37. C -0.20
38. C -0.42
39. C -0.04
40. N 0.03
41. H 0.07
42. H 0.12
43. H 0.07
44. H 0.13
45. H 0.14
46. H 0.11
47. H 0.03
48. H 0.05
49. H 0.12
50. H 0.08
51. H 0.07
52. C -0.10
53. O -0.19
54. C -0.20
55. C -0.44
56. C -0.06
57. N 0.03
58. H 0.07
59. H 0.08
60. H 0.09
61. H 0.13
62. H 0.10
63. H 0.13
64. H 0.06
65. H 0.05
66. H 0.08
67. H 0.07
68. H 0.08
69. C -0.13
70. O -0.17
71. C -0.20
72. C -0.47
73. C -0.05
74. N 0.05
75. H 0.09
76. H 0.07
77. H 0.09
78. H 0.10
79. H 0.13
80. H 0.14
81. H 0.08
82. H 0.06
83. H 0.08
84. H 0.04
85. H 0.11
86. C -0.11
87. O -0.17
88. C -0.24
89. C -0.46
90. C -0.05
91. N 0.03
92. H 0.09
93. H 0.06
94. H 0.09
95. H 0.14
96. H 0.14
97. H 0.13
98. H 0.08
99. H 0.07